Record 1
{
  "formula": "C25H54IN2O8S",
  "method": "ωB97M-V/def2-TZVPD",
  "elements": ["C", "C", "C", "C", "C", "N", "C", "N", "I", "C", "S", "C", "O", "O", "C", "C", "C", "C", "C", "H", "H", "H", "H", "H", "H", "H", "H", "H", "H", "H", "H", "H", "H", "H", "H", "H", "H", "H", "H", "H", "H", "H", "H", "C", "O", "C", "C", "O", "C", "H", "H", "H", "H", "H", "H", "H", "H", "H", "H", "C", "O", "C", "C", "O", "C", "H", "H", "H", "H", "H", "H", "H", "H", "H", "H", "C", "O", "C", "C", "O", "C", "H", "H", "H", "H", "H", "H", "H", "H", "H", "H"],
  "xyz": [[-4.2819, 0.4910, 1.5723], [-3.5916, 0.7538, 0.2355], [-4.5655, 1.0299, -0.9402], [-4.4433, 0.0700, -2.1285], [-3.2941, 0.3911, -3.0782], [-2.0157, 0.6611, -2.3999], [-1.6743, 1.9004, -2.0398], [-0.4983, 1.8785, -1.4238], [0.3672, 3.5816, -0.6879], [-0.0747, 0.5708, -1.4015], [1.4448, 0.0275, -0.6598], [0.9646, -1.1923, 0.5505], [2.0280, 1.1369, 0.0404], [2.2851, -0.6017, -1.6358], [-1.0085, -0.2213, -2.0465], [-0.8875, -1.6851, -2.3408], [-0.3818, -1.7982, -3.7988], [-2.1390, -2.5609, -2.1910], [-2.5127, -2.9279, -0.7430], [-4.4140, 1.4098, 2.1358], [-3.6212, -0.1299, 2.1760], [-5.2089, -0.0562, 1.4339], [-2.9815, -0.1096, -0.0292], [-2.8839, 1.5772, 0.3305], [-4.3603, 2.0369, -1.3104], [-5.5795, 1.0246, -0.5571], [-5.3510, 0.1674, -2.7212], [-4.4158, -0.9525, -1.7631], [-3.1176, -0.3912, -3.8068], [-3.5843, 1.2672, -3.6505], [-2.2542, 2.7855, -2.2151], [1.4302, -2.1265, 0.2601], [-0.1144, -1.3191, 0.5304], [1.2483, -0.8410, 1.5342], [-0.1365, -2.1242, -1.6954], [-1.2238, -1.6568, -4.4743], [0.0432, -2.7808, -3.9675], [0.3750, -1.0479, -3.9952], [-1.8809, -3.5015, -2.6728], [-2.9898, -2.1795, -2.7419], [-2.9107, -3.9383, -0.7382], [-1.6113, -2.9629, -0.1369], [-3.2658, -2.2796, -0.3110], [2.9715, -1.9252, -4.6396], [2.4949, -3.2547, -4.7594], [2.4992, -3.7363, -6.0980], [3.6771, -4.6463, -6.3628], [4.9037, -3.9402, -6.3018], [5.6134, -4.1402, -5.0917], [3.1186, -1.7156, -3.5847], [3.9189, -1.7859, -5.1645], [2.2363, -1.2174, -5.0403], [2.5000, -2.9025, -6.8060], [1.5740, -4.3042, -6.2432], [3.5849, -5.0542, -7.3740], [3.6756, -5.4839, -5.6588], [6.0431, -5.1466, -5.0594], [4.9730, -3.9920, -4.2186], [6.4230, -3.4135, -5.0622], [-3.3551, 5.3799, 6.3314], [-4.6281, 4.8718, 6.6845], [-5.5309, 4.7943, 5.5943], [-5.6614, 3.3794, 5.0786], [-4.4515, 2.9174, 4.4882], [-3.7145, 2.0570, 5.3399], [-2.6905, 5.2181, 7.1779], [-2.9453, 4.8690, 5.4559], [-3.4109, 6.4550, 6.1307], [-5.2228, 5.4668, 4.7879], [-6.5083, 5.1265, 5.9566], [-6.4314, 3.3565, 4.3011], [-5.9748, 2.7104, 5.8846], [-4.2040, 1.0799, 5.4188], [-3.5969, 2.4831, 6.3381], [-2.7280, 1.9204, 4.8979], [5.6300, 1.7724, 4.8426], [6.7207, 1.6310, 3.9525], [7.1127, 0.2820, 3.7500], [6.6061, -0.2543, 2.4307], [5.1888, -0.3556, 2.4109], [4.5606, 0.7012, 1.7064], [5.2866, 2.8038, 4.7804], [4.8042, 1.1067, 4.5779], [5.9426, 1.5695, 5.8723], [6.7671, -0.3486, 4.5744], [8.2065, 0.2590, 3.7422], [7.0064, -1.2617, 2.2817], [6.9576, 0.3749, 1.6078], [4.7127, 0.5888, 0.6282], [4.9350, 1.6773, 2.0260], [3.4976, 0.6502, 1.9172]],
  "orbital_gap_ha": 0.2349,
  "total_charge": 1
}

Record 2
{
  "formula": "C25H54N4O8",
  "method": "ωB97M-V/def2-TZVPD",
  "elements": ["C", "C", "C", "O", "C", "C", "C", "C", "O", "C", "O", "O", "C", "C", "N", "C", "O", "C", "C", "H", "H", "H", "H", "H", "H", "H", "H", "H", "H", "H", "H", "H", "H", "H", "H", "H", "H", "H", "H", "H", "C", "O", "C", "C", "C", "N", "H", "H", "H", "H", "H", "H", "H", "H", "H", "H", "H", "C", "O", "C", "C", "C", "N", "H", "H", "H", "H", "H", "H", "H", "H", "H", "H", "H", "C", "O", "C", "C", "C", "N", "H", "H", "H", "H", "H", "H", "H", "H", "H", "H", "H"],
  "xyz": [[-2.6365, 1.7951, -2.6804], [-3.4683, 0.9585, -1.8853], [-4.6671, -0.1283, -1.4625], [-5.3797, -0.8351, -2.5374], [-6.5462, -0.0857, -3.0281], [-6.1422, 1.2342, -3.9658], [-7.0961, 1.3853, -5.3067], [-8.6216, 1.9183, -4.9176], [-5.4357, 0.6937, -0.4923], [-4.3512, 1.0616, 0.4781], [-4.1803, 2.2151, 1.1415], [-3.4254, -0.1182, 0.5382], [-3.9986, -1.1652, -0.3331], [-4.9801, -2.2441, 0.4153], [-5.4004, -1.8667, 1.8185], [-3.0111, -2.1376, -1.2082], [-1.8566, -2.6782, -0.4713], [-0.7028, -1.7769, -0.6749], [-0.0597, -1.5075, 0.8356], [-1.9894, 2.5037, -3.3524], [-7.1154, -0.8183, -3.7794], [-7.3440, 0.1772, -2.1954], [-5.0182, 1.2257, -4.3025], [-6.2745, 2.1777, -3.2629], [-7.2263, 0.3484, -5.8559], [-6.6232, 2.1727, -6.0685], [-8.9095, 1.5550, -3.8285], [-9.3453, 1.4228, -5.7237], [-8.7185, 3.0812, -5.0489], [-4.3720, -3.2663, 0.5193], [-5.9225, -2.5252, -0.2549], [-5.7557, -0.8887, 1.8924], [-4.6784, -2.0939, 2.5371], [-3.6658, -3.0810, -1.5340], [-2.6060, -1.6746, -2.2037], [-1.0138, -0.6993, -1.0732], [0.1414, -2.2718, -1.3353], [-0.0659, -2.5308, 1.4106], [-0.7398, -0.6775, 1.3216], [1.0555, -1.1193, 0.7452], [1.6350, 3.6919, -2.2502], [0.2183, 3.6571, -2.1733], [-0.3274, 4.3095, -1.0242], [-0.3896, 5.8523, -1.1301], [0.9648, 6.5359, -0.9595], [-0.9868, 6.2778, -2.4042], [2.1044, 3.6186, -1.2655], [1.9577, 4.5975, -2.7657], [1.9629, 2.8405, -2.8538], [-1.3555, 3.9375, -0.9350], [0.1960, 3.9892, -0.1133], [-1.0332, 6.2072, -0.3158], [1.5831, 6.4827, -1.8594], [0.8230, 7.5992, -0.7429], [1.5273, 6.0968, -0.1274], [-1.9344, 5.9093, -2.4605], [-0.4888, 5.7853, -3.1535], [2.1281, -3.7130, 3.1993], [2.7497, -2.4487, 3.0286], [2.6136, -1.5676, 4.1461], [3.5792, -1.8631, 5.3189], [3.1860, -3.0841, 6.1469], [4.9615, -2.0266, 4.8462], [1.1991, -3.6430, 3.7716], [2.8224, -4.4084, 3.6732], [1.8944, -4.1127, 2.2081], [2.8482, -0.5670, 3.7623], [1.5692, -1.5307, 4.4839], [3.5481, -0.9963, 5.9905], [3.4556, -4.0277, 5.6656], [3.7062, -3.0670, 7.1096], [2.1086, -3.0947, 6.3487], [5.2559, -1.1643, 4.3917], [4.9431, -2.7108, 4.0822], [8.1570, -0.7413, 1.9655], [6.7442, -0.8754, 1.9701], [6.1654, -1.0770, 0.6786], [6.2823, -2.5234, 0.1406], [7.6806, -2.8847, -0.3545], [5.8598, -3.5057, 1.1493], [8.5191, -0.2122, 1.0798], [8.6245, -1.7237, 2.0468], [8.4464, -0.1698, 2.8522], [5.0990, -0.8473, 0.7948], [6.5611, -0.3468, -0.0402], [5.6062, -2.6048, -0.7195], [8.3727, -3.1142, 0.4598], [7.6355, -3.7783, -0.9846], [8.1096, -2.0735, -0.9542], [4.8875, -3.3267, 1.3931], [6.3706, -3.2938, 2.0132]],
  "orbital_gap_ha": 0.3317,
  "total_charge": 0,
  "e_above_lowest_ev": 9.393,
  "smiles": "C#C[C@]1(OCCCC)OC(=O)O[C@]1(CN)COCC.COC[C@@H](C)N.COC[C@@H](C)N.COC[C@@H](C)N"
}